The following is a DFT calculation (wB97M-V/def2-TZVPD) of 7 unconnected molecules or ions with the total composition C27H53BO24 at a distorted geometry.

Its SMILES is O=C1OC[C@H](OB(O)O)O1.CCOC(=O)OC.CCOC(=O)OC.CCOC(=O)OC.CCOC(=O)OC.CCOC(=O)OC.CCOC(=O)OC. For the total energy, the calculation gives -78677.1664 eV. The HOMO energy is -10.6 eV. The gap between HOMO and LUMO is 10.7 eV.

Geometry as ORCA input:
```
! RIJCOSX wB97M-V def2-TZVPD def2/J DEFGRID3
* xyz 0 1
O 6.82580 0.27166 -6.12819
C 5.70266 0.76289 -5.92534
O 5.14973 2.02694 -6.39506
C 4.85485 2.65272 -5.08807
C 4.13705 1.37353 -4.34775
O 4.38970 1.64115 -2.98330
B 4.81841 0.58591 -2.13198
O 5.36934 -0.70080 -2.45393
O 4.76498 0.87929 -0.68753
O 4.61031 0.26447 -5.10754
H 5.92826 2.76633 -4.67204
H 4.24397 3.61429 -5.07376
H 3.04085 1.53926 -4.68501
H 6.24983 -0.56192 -2.88525
H 5.63159 1.33374 -0.53008
C -2.85224 4.86608 -2.94284
C -1.41185 4.95154 -2.47385
O -0.59616 3.96608 -3.12083
C -0.26269 4.22811 -4.39290
O -0.57901 5.20729 -5.02553
O 0.46521 3.19359 -4.85263
C 0.79688 3.29534 -6.23415
H -3.23969 3.85217 -2.81038
H -3.48167 5.56285 -2.38495
H -2.93964 5.10267 -4.00551
H -1.36873 4.73949 -1.40248
H -0.99590 5.95218 -2.62108
H 1.29162 4.24397 -6.45472
H -0.10499 3.18345 -6.84001
H 1.48513 2.48426 -6.47807
C 2.78109 1.48371 4.83357
C 1.67320 2.48643 4.56958
O 1.82458 3.10102 3.28405
C 1.47604 2.34095 2.23268
O 1.04942 1.21092 2.28159
O 1.70868 3.04243 1.11303
C 1.47969 2.30122 -0.08526
H 3.76090 1.95244 4.70904
H 2.70525 1.08249 5.84663
H 2.73773 0.64818 4.13129
H 1.72996 3.28920 5.30903
H 0.68325 2.03115 4.66405
H 0.47591 1.87016 -0.10000
H 2.23622 1.52000 -0.18856
H 1.57331 2.98508 -0.93008
C 0.65117 -2.15062 3.55201
C 0.95079 -1.79471 2.10805
O 1.26612 -2.96471 1.34016
C 0.22002 -3.73662 1.00027
O -0.93745 -3.52621 1.27796
O 0.68543 -4.80023 0.31969
C -0.31892 -5.75794 -0.00870
H 1.47563 -2.72404 3.98531
H 0.49436 -1.24808 4.14683
H -0.24367 -2.77222 3.63170
H 1.83080 -1.14926 2.07201
H 0.12788 -1.24223 1.64743
H -1.15134 -5.29344 -0.54194
H -0.67122 -6.25276 0.89931
H 0.13254 -6.50831 -0.65917
C -2.68956 -1.30840 -1.06922
C -3.79158 -0.29906 -1.33061
O -3.63606 0.31897 -2.61567
C -3.98827 -0.43467 -3.66998
O -4.42211 -1.56178 -3.62580
O -3.74952 0.27292 -4.78732
C -3.98205 -0.45604 -5.99076
H -1.70684 -0.84464 -1.19204
H -2.76761 -1.71253 -0.05760
H -2.73703 -2.14151 -1.77403
H -3.73049 0.50060 -0.58805
H -4.78288 -0.74884 -1.23773
H -4.98878 -0.87914 -6.01045
H -3.23165 -1.24247 -6.09936
H -3.88177 0.23654 -6.82757
C 5.53209 -6.56875 7.26641
C 4.42653 -5.56417 7.00068
O 4.58109 -4.94993 5.71567
C 4.23273 -5.70942 4.66289
O 3.80387 -6.83839 4.71148
O 4.46927 -5.00548 3.54430
C 4.24094 -5.73966 2.34247
H 6.51299 -6.10169 7.14348
H 5.45389 -6.96986 8.27934
H 5.48821 -7.40397 6.56404
H 4.48357 -4.76150 7.74029
H 3.43573 -6.01766 7.09352
H 3.23598 -6.16677 2.32354
H 4.99593 -6.52239 2.23768
H 4.33828 -5.05123 1.50211
C -8.28249 3.29561 3.50958
C -6.81579 3.32353 3.12232
O -6.47670 2.20615 2.29188
C -6.88245 2.28780 1.01376
O -7.48942 3.20733 0.51751
O -6.51944 1.15595 0.38771
C -6.98573 1.06660 -0.95729
H -8.53905 2.33928 3.97322
H -8.51250 4.10258 4.20875
H -8.92727 3.40727 2.63514
H -6.20342 3.24084 4.02378
H -6.54339 4.26293 2.63315
H -6.68778 1.94114 -1.54001
H -8.07174 0.94919 -0.96711
H -6.53875 0.18220 -1.41088
*
```

Mulliken atomic charge list, values in e, 99 entries: atom 1 (O): -0.4796, atom 2 (C): 0.6573, atom 3 (O): -0.3699, atom 4 (C): -0.5001, atom 5 (C): 0.4479, atom 6 (O): -0.4383, atom 7 (B): 0.5440, atom 8 (O): -0.4188, atom 9 (O): -0.4890, atom 10 (O): -0.2855, atom 11 (H): 0.3193, atom 12 (H): 0.3212, atom 13 (H): 0.1325, atom 14 (H): 0.3075, atom 15 (H): 0.2698, atom 16 (C): -1.0467, atom 17 (C): -0.2196, atom 18 (O): -0.1944, atom 19 (C): 0.6388, atom 20 (O): -0.5634, atom 21 (O): -0.2463, atom 22 (C): -0.7458, atom 23 (H): 0.2000, atom 24 (H): 0.3849, atom 25 (H): 0.3167, atom 26 (H): 0.2931, atom 27 (H): 0.3318, atom 28 (H): 0.3435, atom 29 (H): 0.3167, atom 30 (H): 0.2169, atom 31 (C): -0.9869, atom 32 (C): -0.1340, atom 33 (O): -0.4029, atom 34 (C): 0.7820, atom 35 (O): -0.5617, atom 36 (O): -0.3411, atom 37 (C): -0.4291, atom 38 (H): 0.3367, atom 39 (H): 0.3582, atom 40 (H): 0.1572, atom 41 (H): 0.3039, atom 42 (H): 0.2724, atom 43 (H): 0.2452, atom 44 (H): 0.1180, atom 45 (H): 0.2346, atom 46 (C): -1.1940, atom 47 (C): 0.2206, atom 48 (O): -0.3573, atom 49 (C): 0.7439, atom 50 (O): -0.5733, atom 51 (O): -0.3228, atom 52 (C): -0.6401, atom 53 (H): 0.2538, atom 54 (H): 0.3299, atom 55 (H): 0.3865, atom 56 (H): 0.2107, atom 57 (H): 0.1706, atom 58 (H): 0.2604, atom 59 (H): 0.3040, atom 60 (H): 0.2288, atom 61 (C): -1.1972, atom 62 (C): -0.0662, atom 63 (O): -0.1764, atom 64 (C): 0.6628, atom 65 (O): -0.5660, atom 66 (O): -0.2524, atom 67 (C): -0.6948, atom 68 (H): 0.2755, atom 69 (H): 0.4075, atom 70 (H): 0.3337, atom 71 (H): 0.3157, atom 72 (H): 0.1159, atom 73 (H): 0.2917, atom 74 (H): 0.3000, atom 75 (H): 0.2231, atom 76 (C): -1.0886, atom 77 (C): -0.1721, atom 78 (O): -0.3456, atom 79 (C): 0.7566, atom 80 (O): -0.5531, atom 81 (O): -0.3210, atom 82 (C): -0.6214, atom 83 (H): 0.2881, atom 84 (H): 0.3537, atom 85 (H): 0.3102, atom 86 (H): 0.2849, atom 87 (H): 0.3002, atom 88 (H): 0.2716, atom 89 (H): 0.3221, atom 90 (H): 0.2143, atom 91 (C): -1.0957, atom 92 (C): -0.1734, atom 93 (O): -0.3395, atom 94 (C): 0.7543, atom 95 (O): -0.5580, atom 96 (O): -0.3308, atom 97 (C): -0.5952, atom 98 (H): 0.2911, atom 99 (H): 0.3565

The following is a DFT calculation (wB97M-V/def2-TZVPD) of a molecular structure, C27H53FN2O41S9 at a distorted geometry.

The energy above the lowest of the compared OMol25 structures with the same formula, charge and spin is 382.8 kJ/mol. For the total energy, the calculation gives -216003.4610 eV. The HOMO energy is -9.8 eV. The gap between HOMO and LUMO is 9.1 eV.

Geometry as ORCA input:
```
! RIJCOSX wB97M-V def2-TZVPD def2/J DEFGRID3
* xyz 0 1
C -1.87263 2.45787 4.49282
C -0.55111 2.90253 3.68878
O 0.13687 1.99601 3.23913
N -0.41252 4.27906 3.50558
C 0.60726 4.78665 2.53647
H -1.79134 2.44772 5.57974
H -2.20255 1.49098 4.11286
H -2.75290 2.99483 4.13941
H -1.20804 4.88264 3.65705
H 0.73941 4.16772 1.64902
H 1.57916 4.74505 3.02819
H 0.50758 5.84609 2.30036
C 4.00568 1.17182 -2.05601
C 4.10675 2.24678 -0.99098
O 3.70918 2.12559 0.16249
N 4.60075 3.39401 -1.36921
C 4.91571 4.67351 -0.72451
H 4.66831 0.36876 -1.73331
H 4.48786 1.60048 -2.93456
H 2.99179 0.80004 -2.20399
H 4.68674 3.36156 -2.37502
H 4.75577 4.49077 0.33810
H 4.19291 5.45875 -0.94598
H 5.90002 5.03034 -1.02767
C 0.11768 5.83570 -0.97757
C 1.15329 4.90199 -1.70381
O 1.21688 5.37119 -3.03099
C 0.31947 6.32048 -3.22809
O 0.12634 6.87174 -4.36787
O -0.29694 6.62742 -2.03012
F 0.88373 3.60326 -1.70856
H 0.63178 6.54608 -0.33015
H -0.71813 5.50268 -0.36225
H 2.06029 5.06018 -1.12035
C -1.37170 -3.85665 -3.43017
C -0.82727 -2.50474 -2.81008
O -1.69919 -2.14888 -1.71025
S -3.23148 -2.74252 -1.93972
O -4.13575 -2.07931 -2.84563
O -3.89238 -3.08553 -0.70603
O -2.58737 -4.13941 -2.65261
H -0.57270 -4.59749 -3.40094
H -1.70164 -3.69012 -4.45560
H -0.92030 -1.61308 -3.43007
H 0.19052 -2.68888 -2.46613
C -0.84314 -7.37127 0.32576
C -1.14196 -6.20003 -0.58839
O -1.91576 -5.30511 0.16586
S -1.84775 -5.49522 1.83805
O -3.14550 -5.36517 2.55451
O -0.77662 -4.69778 2.38639
O -1.41602 -7.12679 1.63386
H 0.21093 -7.55571 0.53315
H -1.25357 -8.27149 -0.13168
H -1.76873 -6.51336 -1.42331
H -0.27498 -5.61882 -0.90244
C -3.68507 0.58432 -5.40270
C -2.14968 0.41858 -5.53437
O -1.66129 0.93923 -4.27307
S -2.77483 1.89275 -3.56166
O -2.67629 3.22695 -4.19798
O -2.86396 1.77123 -2.11210
O -4.14626 1.13086 -4.17236
H -4.33650 -0.26816 -5.59509
H -3.96902 1.37196 -6.10063
H -1.69299 1.03564 -6.30817
H -1.78015 -0.57666 -5.78144
C -0.54781 0.24589 0.17301
C 0.77808 0.38404 -0.58946
O 1.41642 -0.83809 -0.50371
S 0.88158 -1.73216 0.75074
O 1.64067 -1.40394 1.93843
O 0.58582 -3.10569 0.41894
O -0.53158 -0.91562 0.90279
H -1.43820 0.27442 -0.45507
H -0.81727 1.11019 0.78003
H 1.50474 1.11854 -0.24225
H 0.45605 0.67010 -1.59074
C -5.01818 0.95321 1.29908
C -5.53554 1.62672 -0.04455
O -4.66213 2.71438 -0.34104
S -3.61152 3.13289 0.95042
O -4.40480 3.91021 1.89419
O -2.22375 3.43401 0.49545
O -3.70774 1.53141 1.55907
H -5.10584 -0.11517 1.49654
H -5.75075 1.36832 1.99127
H -6.54875 2.02858 -0.04872
H -5.53279 0.85061 -0.80989
C -1.65550 -1.35133 3.37972
C -2.81310 -1.91177 2.61483
O -3.82716 -2.00696 3.51660
S -3.26065 -2.52443 5.05904
O -2.84995 -3.92773 4.90275
O -4.11513 -2.04746 6.15025
O -1.93055 -1.50797 4.78247
H -1.29559 -0.35420 3.12614
H -0.79687 -1.98025 3.14450
H -2.51698 -2.81196 2.07625
H -3.16322 -1.19164 1.87528
C 1.18350 0.70564 -7.48106
C 0.93907 -0.74290 -7.77181
O 0.82526 -1.36127 -6.53690
S 1.71350 -0.62246 -5.31371
O 3.09541 -0.93495 -5.59883
O 1.25033 -0.79824 -3.93305
O 1.23092 0.85056 -6.07789
H 0.31849 1.20336 -7.91937
H 1.97362 1.20327 -8.04333
H 1.87386 -1.18233 -8.11990
H 0.20478 -0.98994 -8.53855
C 4.55295 -2.40384 1.38784
C 5.08615 -3.79905 1.62561
O 5.73862 -3.72468 2.84291
S 5.23139 -2.52250 3.93694
O 6.27051 -1.61070 4.22972
O 4.60198 -3.29990 5.03501
O 4.29829 -1.94177 2.69491
H 3.54925 -2.55642 0.99110
H 5.33323 -1.76380 0.97599
H 5.56898 -4.10046 0.69603
H 4.16157 -4.32602 1.86130
C 2.12829 -0.77429 5.07119
C 0.94395 -0.40072 5.94822
O 1.36448 -0.04802 7.29570
S 3.05090 -0.03546 7.39813
O 3.63377 -0.72564 8.55898
O 3.28955 1.37111 7.12326
O 3.21407 -0.99664 5.95007
H 2.52799 -0.07313 4.33858
H 2.09594 -1.69281 4.48521
H 0.17365 -1.17186 5.95709
H 0.33673 0.41889 5.56400
*
```

Mulliken atomic charge list, values in e, 99 entries: atom 1 (C): -0.8133, atom 2 (C): 0.3813, atom 3 (O): -0.4190, atom 4 (N): -0.1134, atom 5 (C): -0.7915, atom 6 (H): 0.3863, atom 7 (H): -0.1008, atom 8 (H): 0.4303, atom 9 (H): 0.3188, atom 10 (H): 0.0173, atom 11 (H): 0.3532, atom 12 (H): 0.4168, atom 13 (C): -0.5777, atom 14 (C): 0.8016, atom 15 (O): -0.6817, atom 16 (N): -0.1844, atom 17 (C): -0.8260, atom 18 (H): 0.2539, atom 19 (H): 0.4797, atom 20 (H): -0.2285, atom 21 (H): 0.1414, atom 22 (H): 0.3522, atom 23 (H): 0.2117, atom 24 (H): 0.3216, atom 25 (C): -0.0809, atom 26 (C): 0.9010, atom 27 (O): -0.3648, atom 28 (C): 0.5403, atom 29 (O): -0.5963, atom 30 (O): -0.3947, atom 31 (F): 0.0180, atom 32 (H): 0.2989, atom 33 (H): 0.1205, atom 34 (H): -0.4614, atom 35 (C): -0.3801, atom 36 (C): 0.3710, atom 37 (O): -0.1488, atom 38 (S): 1.4010, atom 39 (O): -0.6052, atom 40 (O): -0.5802, atom 41 (O): -0.4681, atom 42 (H): 0.3513, atom 43 (H): 0.2972, atom 44 (H): -0.3652, atom 45 (H): 0.1327, atom 46 (C): -0.3679, atom 47 (C): -0.0109, atom 48 (O): -0.0927, atom 49 (S): 0.9233, atom 50 (O): -0.5210, atom 51 (O): -0.3252, atom 52 (O): -0.4497, atom 53 (H): 0.2730, atom 54 (H): 0.2711, atom 55 (H): 0.2646, atom 56 (H): 0.0334, atom 57 (C): -0.6456, atom 58 (C): -0.0815, atom 59 (O): -0.1461, atom 60 (S): 0.6960, atom 61 (O): -0.6494, atom 62 (O): -0.0882, atom 63 (O): -0.3450, atom 64 (H): 0.3327, atom 65 (H): 0.3611, atom 66 (H): 0.1100, atom 67 (H): 0.3307, atom 68 (C): 0.0990, atom 69 (C): 0.0259, atom 70 (O): 0.5253, atom 71 (S): -0.9106, atom 72 (O): 0.0291, atom 73 (O): -0.3182, atom 74 (O): 0.4869, atom 75 (H): -0.2910, atom 76 (H): -0.2337, atom 77 (H): 0.3029, atom 78 (H): 0.3216, atom 79 (C): -0.3887, atom 80 (C): -0.3912, atom 81 (O): -0.3146, atom 82 (S): 0.7646, atom 83 (O): -0.5617, atom 84 (O): -0.0797, atom 85 (O): -0.1750, atom 86 (H): 0.4596, atom 87 (H): 0.2850, atom 88 (H): 0.3246, atom 89 (H): 0.1633, atom 90 (C): 0.5807, atom 91 (C): 2.5124, atom 92 (O): -0.6757, atom 93 (S): 0.8871, atom 94 (O): -0.4555, atom 95 (O): -0.5636, atom 96 (O): -0.3160, atom 97 (H): -0.1131, atom 98 (H): -0.1878, atom 99 (H): -0.8937

> Which formula does entry 1 have?

C27H53BO24

> Which of these has the highest gap between HOMO and LUMO?

C27H53BO24

> Which value of HOMO does entry 2 give?

-9.8 eV